(1)
The following is a DFT calculation (the ωB97M-V functional and the def2-TZVPD basis) of 2 unconnected molecules or ions with the total composition C6H10O2S.

Geometry as ORCA input:
```
! wB97M-V def2-TZVPD RIJCOSX def2/J DEFGRID3
* xyz 0 1
C -3.34 -0.11 -0.72
C 0.05 -1.12 -0.44
C 1.42 -0.64 -0.29
C 1.35 0.89 -0.38
C 2.80 -1.16 -0.34
C -2.40 1.26 0.94
O -3.42 -1.19 -0.22
O -2.82 0.97 -0.44
S 0.31 -1.06 1.27
H -0.43 -1.90 -0.88
H 1.01 1.40 0.49
H 0.59 1.19 -1.11
H 2.25 1.33 -0.76
H 3.14 -1.15 -1.43
H 2.95 -2.16 0.08
H 3.44 -0.61 0.25
H -2.85 0.65 1.61
H -2.66 2.35 1.25
H -1.39 1.08 1.15
*
```

Computed properties:
* highest occupied orbital energy (alpha / beta): -8.165 / -7.681 eV
* ΔE to the lowest compared entry with this formula, charge and spin: 111.68 kcal per mole
* E_LUMO (alpha / beta): -0.0012 / 0.0014 Eh
* gap between HOMO and LUMO (alpha / beta): 8.13 / 7.72 eV

---

(2)
The following is a DFT calculation (the ωB97M-V functional and the def2-TZVPD basis) of C3H5NOS2 in the gas phase.

Geometry as ORCA input:
```
! wB97M-V def2-TZVPD RIJCOSX def2/J DEFGRID3
* xyz 0 1
C -1.64 1.14 0.28
C -1.70 -0.37 0.11
S -3.01 -1.22 -0.39
S -0.32 -1.38 0.51
C 1.10 -0.58 -0.13
N 2.27 -1.03 0.26
O 3.27 -0.42 -0.50
H -0.63 1.50 0.03
H -2.39 1.64 -0.35
H -2.01 1.29 1.23
H 0.99 0.15 -0.95
H 4.07 -0.73 -0.09
*
```

Computed properties:
* highest occupied orbital energy: -8.656 eV
* ΔE to the lowest compared entry with this formula, charge and spin: 66.50 kcal per mole
* SMILES: CC(=S)S/C=N/O
* E_LUMO: -0.0218 Eh
* gap between HOMO and LUMO: 8.06 eV